Here is 9 unconnected molecules or ions with the total composition C51H89Br2ClNO22 in a non-equilibrium geometry from the Open Molecules 2025 dataset. Energies are from ωB97M-V/def2-TZVPD.

## Properties
HOMO energy   -11.200 eV
Charge   +1
Spin multiplicity   1
HOMO-LUMO gap   7.9 eV

Each line ends with the Mulliken charge.
Cartesian coordinates (Å):
1 C 4.597 3.145 3.211  -0.808
2 C 3.928 4.410 3.636  0.470
3 O 4.087 4.968 4.669  -0.511
4 O 2.991 4.955 2.684  -0.246
5 C 2.073 4.091 2.219  1.415
6 O 1.537 3.230 2.863  -0.538
7 C 1.789 4.331 0.757  -2.644
8 N 0.408 3.957 0.461  0.215
9 C 0.164 2.673 0.070  1.260
10 C 1.325 1.730 -0.042  -0.307
11 C 1.121 0.238 0.210  -1.181
12 C 1.463 -0.572 -1.051  -0.601
13 C 0.745 -1.876 -1.198  0.198
14 O 1.075 -2.860 -0.595  -0.528
15 O -0.239 -1.910 -2.114  -0.440
16 C -1.125 2.319 -0.197  -1.352
17 C -2.136 3.236 -0.010  1.151
18 Cl -3.719 2.716 -0.288  -0.268
19 C -1.881 4.529 0.430  -0.020
20 C -3.063 5.423 0.670  -1.465
21 Br -3.061 7.025 -0.434  -0.003
22 C -3.347 5.824 2.124  0.222
23 C -4.852 6.028 2.325  -1.248
24 Br -2.756 4.383 3.296  -0.106
25 C -0.570 4.880 0.637  1.102
26 C -0.159 6.222 1.109  -1.570
27 C 0.482 7.079 0.010  -0.469
28 C 1.369 8.161 0.608  -0.742
29 O 0.914 8.472 1.911  -0.548
30 H 3.967 2.351 3.577  0.404
31 H 4.610 3.082 2.134  0.356
32 H 5.591 3.060 3.605  0.369
33 H 2.486 3.730 0.205  0.862
34 H 2.012 5.358 0.551  0.123
35 H 1.752 1.857 -1.029  0.450
36 H 2.061 2.054 0.667  -0.196
37 H 0.171 -0.012 0.661  0.777
38 H 1.874 -0.029 0.928  0.332
39 H 2.503 -0.844 -0.968  0.397
40 H 1.336 0.001 -1.958  0.509
41 H -0.920 -1.247 -1.911  0.274
42 H -1.366 1.326 -0.520  1.040
43 H -3.933 4.909 0.338  0.577
44 H -2.877 6.756 2.380  0.458
45 H -5.418 5.693 1.470  0.335
46 H -5.189 5.522 3.210  0.409
47 H -5.048 7.081 2.450  0.367
48 H -0.991 6.763 1.511  0.614
49 H 0.572 6.130 1.899  0.236
50 H 1.106 6.489 -0.645  0.353
51 H -0.253 7.540 -0.624  0.407
52 H 1.280 9.039 -0.020  0.437
53 H 2.418 7.883 0.575  0.301
54 H 1.309 9.305 2.168  0.358
55 O -3.368 -0.265 -1.279  -0.535
56 C -4.283 -0.769 -1.903  0.812
57 O -5.357 -1.127 -1.219  -0.348
58 C -6.582 -1.581 -1.826  -0.479
59 C -6.549 -3.059 -2.138  -0.657
60 C -4.192 -1.052 -3.377  -1.150
61 H -6.822 -0.977 -2.702  0.375
62 H -7.345 -1.368 -1.079  0.305
63 H -5.787 -3.315 -2.881  0.075
64 H -7.513 -3.382 -2.531  0.336
65 H -6.336 -3.620 -1.226  0.330
66 H -3.678 -2.001 -3.520  0.222
67 H -3.609 -0.259 -3.841  0.354
68 H -5.151 -1.098 -3.881  0.449
69 O -5.460 -3.576 -4.933  -0.584
70 C -5.154 -4.459 -5.702  0.878
71 O -4.834 -5.649 -5.197  -0.369
72 C -4.605 -6.813 -6.016  0.162
73 C -3.178 -6.856 -6.523  -0.825
74 C -5.052 -4.223 -7.186  -1.002
75 H -5.336 -6.868 -6.821  0.353
76 H -4.797 -7.663 -5.373  -0.243
77 H -2.940 -6.004 -7.163  0.136
78 H -3.011 -7.771 -7.091  0.380
79 H -2.481 -6.829 -5.685  0.307
80 H -4.075 -3.795 -7.410  0.100
81 H -5.825 -3.515 -7.473  0.375
82 H -5.194 -5.118 -7.786  0.316
83 O 4.677 -0.370 2.622  -0.564
84 C 5.868 -0.532 2.744  0.837
85 O 6.653 0.560 2.748  -0.335
86 C 8.052 0.515 3.061  -0.417
87 C 8.892 0.174 1.850  -1.010
88 C 6.512 -1.893 2.822  -1.049
89 H 8.236 -0.161 3.895  0.404
90 H 8.295 1.518 3.409  0.339
91 H 8.659 -0.820 1.467  0.265
92 H 9.951 0.204 2.103  0.375
93 H 8.704 0.886 1.047  0.311
94 H 6.643 -2.280 1.813  0.295
95 H 5.862 -2.561 3.372  0.255
96 H 7.472 -1.893 3.332  0.293
97 O -6.021 -9.396 -5.307  -0.559
98 C -6.061 -10.074 -4.314  0.746
99 O -6.502 -11.335 -4.418  -0.368
100 C -6.435 -12.280 -3.345  -0.437
101 C -7.619 -12.163 -2.408  -0.941
102 C -5.706 -9.512 -2.955  -0.920
103 H -5.483 -12.198 -2.820  0.381
104 H -6.442 -13.253 -3.830  0.300
105 H -7.653 -11.190 -1.919  0.270
106 H -7.572 -12.933 -1.639  0.349
107 H -8.549 -12.280 -2.964  0.301
108 H -6.576 -8.993 -2.557  0.256
109 H -4.898 -8.796 -3.082  0.266
110 H -5.374 -10.257 -2.237  0.332
111 O 9.981 5.658 6.589  -0.557
112 C 9.046 6.353 6.317  0.700
113 O 8.217 5.958 5.327  -0.362
114 C 6.981 6.609 5.030  0.206
115 C 7.173 7.798 4.110  -1.021
116 C 8.814 7.685 6.994  -0.893
117 H 6.451 6.875 5.945  0.384
118 H 6.379 5.854 4.534  -0.305
119 H 7.789 8.570 4.570  0.320
120 H 6.209 8.237 3.849  0.334
121 H 7.676 7.486 3.194  0.320
122 H 9.428 8.438 6.502  0.253
123 H 9.131 7.596 8.029  0.300
124 H 7.777 8.014 6.995  0.310
125 O 6.566 -4.777 3.217  -0.568
126 C 5.683 -5.555 2.964  0.844
127 O 4.707 -5.722 3.868  -0.372
128 C 3.531 -6.508 3.628  -0.399
129 C 3.764 -7.975 3.921  -0.979
130 C 5.698 -6.401 1.712  -1.055
131 H 3.157 -6.341 2.623  0.358
132 H 2.784 -6.107 4.308  0.317
133 H 4.523 -8.403 3.266  0.276
134 H 2.840 -8.538 3.789  0.354
135 H 4.109 -8.104 4.946  0.307
136 H 6.328 -7.271 1.888  0.277
137 H 6.133 -5.810 0.910  0.291
138 H 4.715 -6.730 1.384  0.365
139 O -5.016 5.257 7.175  -0.558
140 C -3.866 5.296 7.511  0.750
141 O -3.349 6.474 7.911  -0.364
142 C -2.046 6.596 8.485  -0.447
143 C -0.967 6.713 7.428  -0.836
144 C -2.967 4.084 7.413  -0.753
145 H -1.854 5.779 9.182  0.363
146 H -2.085 7.508 9.076  0.314
147 H -0.914 5.820 6.805  0.208
148 H 0.007 6.865 7.893  0.361
149 H -1.177 7.557 6.772  0.284
150 H -2.604 4.013 6.389  0.028
151 H -3.555 3.200 7.642  0.306
152 H -2.119 4.093 8.093  0.324
153 O -1.578 -3.840 -8.154  -0.534
154 C -1.680 -3.096 -9.090  0.891
155 O -2.863 -2.487 -9.290  -0.342
156 C -3.069 -1.448 -10.252  -0.443
157 C -3.356 -1.999 -11.633  -0.995
158 C -0.557 -2.893 -10.080  -1.225
159 H -2.230 -0.752 -10.251  0.365
160 H -3.935 -0.898 -9.888  0.338
161 H -2.515 -2.573 -12.021  0.279
162 H -3.569 -1.188 -12.329  0.374
163 H -4.217 -2.666 -11.599  0.298
164 H -0.584 -3.702 -10.808  0.276
165 H 0.383 -2.940 -9.537  0.342
166 H -0.589 -1.940 -10.603  0.359